1.
DFT (ωB97M-V/def2-TZVPD) results for C17H18N2O4S in the gas phase at a distorted geometry.

ORCA input file:
```
! wB97M-V def2-TZVPD RIJCOSX def2/J DEFGRID3
* xyz 0 1
C -5.52222 -2.94381 -0.10923
H -5.92670 -3.82593 -0.60319
O -4.38441 -2.58010 -0.85115
C -3.68017 -1.47886 -0.45846
C -2.57581 -1.14217 -1.24157
C -1.79028 -0.05421 -0.93229
C -2.08602 0.75077 0.16919
C -3.18686 0.40979 0.94967
C -3.97374 -0.68920 0.64397
H -4.81688 -0.90870 1.27993
H -3.45359 0.99968 1.81100
N -1.27301 1.84082 0.48360
S -0.28537 2.53347 -0.68794
O -0.95553 2.60264 -1.95082
O 0.22478 3.75026 -0.12538
C 1.08763 1.38956 -0.81187
C 1.56134 1.01488 -2.05452
C 2.65777 0.17673 -2.13932
C 3.27635 -0.27581 -0.97670
C 2.78661 0.10158 0.28093
C 1.69118 0.94340 0.34883
H 1.29763 1.25566 1.30326
C 3.46798 -0.45996 1.49389
C 4.96749 -0.58168 1.23901
C 5.25662 -1.35795 -0.02769
O 6.19650 -2.10181 -0.17723
N 4.37557 -1.11690 -1.04617
H 4.60212 -1.52991 -1.94223
H 5.47691 -1.06885 2.07009
H 5.40418 0.41346 1.11075
H 3.28122 0.17095 2.36328
H 3.05389 -1.45164 1.70530
H 3.04119 -0.12579 -3.10218
H 1.06242 1.38462 -2.93613
C -1.47626 2.57115 1.71113
H -1.35891 1.90689 2.57045
H -0.71996 3.35156 1.74141
H -2.46169 3.04374 1.74570
H -0.95106 0.18409 -1.56120
H -2.34874 -1.75651 -2.09802
H -5.26566 -3.19571 0.92525
H -6.27651 -2.15020 -0.11334
*
```

Summary:
Maximum force ... 0.025 Eh/bohr
ΔE to the lowest compared entry with this formula, charge and spin ... 1.635 eV
E_LUMO ... 0.017 Eh
Structure (SMILES) ... COc1ccc(N(C)S(=O)(=O)c2ccc3c(c2)CCC(=O)N3)cc1
Highest occupied orbital energy ... -8.01 eV

***

2.
DFT (ωB97M-V/def2-TZVPD) results for C17H18N2O5S in the gas phase at a distorted geometry.

ORCA input file:
```
! wB97M-V def2-TZVPD RIJCOSX def2/J DEFGRID3
* xyz 0 1
C 0.51654 1.26709 -0.70563
C 1.87808 0.72361 -0.45265
C 2.98693 1.55182 -0.57775
C 4.29970 1.13136 -0.40875
C 4.48998 -0.22571 -0.11177
C 3.39729 -1.07589 0.03077
C 2.09904 -0.61919 -0.11127
N 1.06398 -1.56096 0.04642
C -0.06992 -1.43173 0.77617
O -0.36797 -0.44527 1.41381
C -0.91755 -2.70383 0.80759
C -2.37955 -2.32586 0.91478
H -3.03605 -3.18429 1.01347
H -2.54080 -1.61603 1.72181
S -2.84756 -1.48964 -0.65434
O -3.69519 -2.38231 -1.39974
O -1.63262 -1.05628 -1.30340
C -3.79880 -0.04506 -0.17663
C -3.19772 0.92079 0.60762
C -3.93092 2.03861 0.97067
C -5.24485 2.17297 0.54814
C -5.83433 1.19437 -0.23667
C -5.10637 0.07391 -0.60326
H -5.52633 -0.70925 -1.21447
H -6.85737 1.30349 -0.56298
H -5.81285 3.04630 0.83244
H -3.47801 2.80335 1.58308
H -2.17494 0.78923 0.92503
H -0.61322 -3.29250 1.67815
H -0.75849 -3.29199 -0.09632
H 1.27041 -2.47702 -0.32514
H 3.58846 -2.11354 0.26359
N 5.78650 -0.81647 0.05715
O 6.76107 -0.09458 0.11300
O 5.84236 -2.02950 0.13956
C 5.41277 2.10971 -0.57311
H 5.02361 3.07534 -0.88559
H 5.95553 2.22977 0.36315
H 6.13531 1.75917 -1.30802
H 2.81561 2.58652 -0.83729
H -0.11794 0.52544 -1.18739
H 0.56821 2.16292 -1.31905
H 0.04798 1.52113 0.24482
*
```

Summary:
Maximum force ... 0.030 Eh/bohr
ΔE to the lowest compared entry with this formula, charge and spin ... 3.544 eV
E_LUMO ... -0.012 Eh
Structure (SMILES) ... Cc1cc(C)c([N+](=O)[O-])cc1NC(=O)CCS(=O)(=O)c1ccccc1
Highest occupied orbital energy ... -9.11 eV

***

3.
DFT (ωB97M-V/def2-TZVPD) results for a molecular structure, C17H18N2O6 at a distorted geometry.

ORCA input file:
```
! wB97M-V def2-TZVPD RIJCOSX def2/J DEFGRID3
* xyz 0 1
C -3.78448 1.64502 1.34971
H -3.43048 2.51425 1.85034
H -4.39494 1.10985 1.77166
H -4.21641 1.90477 0.28086
O -2.59665 0.76576 0.90725
C -2.78529 -0.30072 0.41671
O -3.89703 -0.73386 0.13782
C -1.45941 -0.85601 0.08160
C -1.38314 -2.11936 -0.35565
N -0.07063 -2.81773 -0.28315
C 0.98446 -2.02933 0.23313
C 0.93260 -0.85680 0.57547
C 2.25593 -0.52621 1.13774
O 3.32944 -0.79095 1.44769
O 2.00405 0.92794 1.47999
C 3.06149 1.59190 2.27466
H 2.84365 2.48423 2.37767
H 3.41296 1.10109 3.16401
H 4.07158 1.70823 1.38152
C -0.23179 -0.03589 0.71973
C -0.00446 1.06222 -0.45124
C -0.39777 2.46483 0.16036
C -0.01628 3.55719 -0.76726
C 0.55844 3.29509 -1.86638
C 0.97207 2.13517 -2.65990
C 0.75309 0.91207 -1.60160
N 1.07273 -0.59114 -2.09615
O 2.28128 -0.42378 -2.33507
O 0.10798 -1.24251 -2.24711
H 1.51654 1.74314 -3.28178
H 0.85958 4.19026 -2.73543
H -0.30911 4.41605 -0.63767
H -0.70942 2.57521 0.98532
H -0.39993 0.24182 1.56298
C 2.21551 -3.16739 0.16732
H 2.77903 -2.93154 1.17110
H 2.01649 -4.10150 -0.32831
H 2.96995 -2.65727 -0.26727
H -0.07886 -3.63743 -0.69190
C -2.55375 -2.86625 -0.68378
H -3.32228 -2.65004 -0.35959
H -2.50224 -2.95964 -1.62647
H -2.45449 -4.05070 -0.35890
*
```

Summary:
Maximum force ... 0.368 Eh/bohr
ΔE to the lowest compared entry with this formula, charge and spin ... 22.069 eV
E_LUMO ... -0.001 Eh
Highest occupied orbital energy ... -8.32 eV